{
  "formula": "C33H27N7O7PbS3",
  "method": "the ωB97M-V functional and the def2-TZVPD basis",
  "species": ["Pb", "C", "N", "C", "C", "N", "C", "C", "C", "C", "C", "C", "C", "S", "C", "C", "C", "C", "C", "C", "S", "H", "H", "H", "H", "H", "H", "H", "H", "H", "H", "H", "H", "H", "H", "H", "H", "H", "H", "N", "C", "C", "C", "C", "C", "C", "N", "C", "C", "C", "S", "C", "N", "H", "H", "H", "H", "H", "H", "H", "O", "C", "O", "C", "C", "C", "C", "C", "C", "O", "N", "O", "O", "N", "O", "O", "H", "H"],
  "positions_angstrom": [[0.207156, -0.060908, -0.547476], [-1.250276, 1.045663, 2.773713], [-0.580222, 1.792570, 1.696505], [0.664601, 2.439689, 2.186574], [1.926401, 2.240810, 1.345464], [2.229090, 0.827012, 1.136194], [2.384864, 0.109599, 2.413452], [3.263996, 0.497913, 0.205683], [4.207780, 1.425042, -0.221846], [5.154138, 1.076767, -1.175127], [5.156009, -0.195227, -1.732907], [4.192122, -1.104820, -1.352236], [3.239918, -0.785628, -0.379047], [1.925787, -1.889558, -0.055813], [-1.450266, 2.731426, 1.032194], [-2.496697, 3.353644, 1.716425], [-3.340034, 4.257937, 1.090224], [-3.147518, 4.555912, -0.253749], [-2.124766, 3.934002, -0.946469], [-1.264178, 3.020896, -0.324237], [-0.029761, 2.295972, -1.350882], [-1.397296, 1.647872, 3.678419], [-0.654098, 0.174237, 3.041252], [-2.222410, 0.697634, 2.425711], [0.851634, 2.067337, 3.195518], [0.500581, 3.515888, 2.287105], [2.740050, 2.744240, 1.889238], [1.824130, 2.716623, 0.370630], [3.052936, 0.677078, 3.074992], [2.819232, -0.865023, 2.232512], [1.427463, -0.034171, 2.910266], [4.214095, 2.423841, 0.192609], [5.887685, 1.808781, -1.490837], [5.872796, -0.454198, -2.502075], [4.127142, -2.072451, -1.836796], [-2.649649, 3.137557, 2.766554], [-4.138339, 4.730485, 1.652372], [-3.793403, 5.260646, -0.764550], [-1.985631, 4.141651, -2.003122], [-3.013041, -2.565050, 2.159786], [-2.034898, -3.198794, 2.899027], [-2.111128, -4.120971, 3.937479], [-0.914080, -4.556559, 4.464751], [0.312862, -4.092349, 3.970191], [0.380497, -3.178831, 2.935612], [-0.821429, -2.718995, 2.388866], [-1.080485, -1.802170, 1.355452], [-2.386637, -1.754392, 1.269930], [-3.105470, -0.907273, 0.328707], [-4.417671, -0.975884, -0.015474], [-4.741320, 0.153684, -1.249192], [-3.119651, 0.657604, -1.218502], [-2.380906, 0.039990, -0.345318], [-4.006298, -2.661883, 2.267841], [-3.061578, -4.482713, 4.311857], [-0.921408, -5.277749, 5.272542], [1.229432, -4.470192, 4.407789], [1.322265, -2.839807, 2.538869], [-5.172097, -1.666536, 0.334117], [-2.729877, 1.419757, -1.886576], [2.592169, -0.025100, -4.261870], [1.757080, -0.346024, -3.422831], [1.613536, 0.252706, -2.278896], [0.908926, -1.596462, -3.692676], [1.376678, -2.431953, -4.687325], [0.732532, -3.626031, -4.976897], [-0.390431, -4.025527, -4.291195], [-0.890278, -3.183194, -3.318974], [-0.279915, -1.937106, -2.987054], [-0.835936, -1.159128, -2.098491], [-2.098585, -3.661950, -2.623828], [-2.849955, -2.855715, -2.095898], [-2.314676, -4.867465, -2.639082], [1.259497, -4.499099, -6.035356], [2.272316, -4.145864, -6.611415], [0.663600, -5.540877, -6.263404], [2.260002, -2.130198, -5.229663], [-0.877508, -4.960640, -4.510134]],
  "forces_ev_per_a": [[0.480, -0.210, -0.235], [0.092, 0.139, -0.070], [-0.065, 0.056, 0.019], [-0.054, -0.084, 0.001], [0.134, -0.035, -0.066], [-0.081, 0.011, 0.035], [0.051, 0.070, -0.048], [-0.058, 0.032, 0.071], [0.071, -0.069, 0.002], [-0.047, 0.011, 0.047], [0.025, 0.121, 0.012], [-0.178, -0.172, 0.136], [0.324, 0.220, -0.123], [-0.382, -0.011, 0.195], [0.065, -0.147, 0.104], [0.016, -0.038, 0.024], [0.018, -0.002, -0.046], [0.018, -0.010, 0.071], [0.000, 0.015, -0.039], [-0.007, 0.084, -0.039], [-0.179, -0.001, 0.056], [-0.002, 0.023, -0.013], [-0.012, 0.044, -0.036], [0.059, 0.035, 0.002], [-0.013, -0.004, -0.023], [0.024, 0.013, -0.025], [-0.009, -0.020, 0.002], [0.038, -0.030, 0.114], [-0.037, -0.028, -0.010], [0.027, -0.047, -0.001], [-0.009, -0.017, -0.027], [-0.012, 0.003, 0.006], [-0.048, -0.023, 0.012], [-0.042, 0.000, 0.051], [0.016, 0.055, 0.019], [0.002, 0.000, -0.050], [0.072, -0.047, -0.050], [0.031, -0.043, 0.048], [0.012, -0.031, 0.081], [-0.083, -0.003, 0.041], [0.058, -0.024, 0.001], [-0.086, 0.036, -0.042], [0.005, -0.054, 0.058], [0.080, 0.039, -0.037], [-0.181, 0.025, -0.033], [-0.043, 0.144, -0.140], [-0.139, -0.208, 0.246], [0.185, -0.014, -0.040], [0.136, 0.035, -0.030], [-0.091, -0.114, 0.019], [-0.080, -0.005, -0.024], [0.222, 0.087, -0.053], [-0.131, -0.018, -0.038], [-0.023, -0.031, 0.005], [0.053, 0.019, -0.025], [0.006, 0.029, -0.028], [-0.043, 0.036, -0.041], [0.137, 0.050, -0.048], [0.084, 0.103, -0.059], [-0.100, -0.168, 0.124], [-0.565, -0.123, 0.441], [0.375, -0.055, 0.032], [-0.212, 0.098, -0.687], [0.046, 0.114, 0.068], [-0.001, -0.032, 0.049], [0.105, -0.044, -0.174], [-0.020, 0.103, 0.042], [-0.068, 0.039, 0.163], [-0.117, 0.154, 0.145], [-0.006, -0.286, -0.143], [-0.262, -0.091, -0.049], [0.244, -0.175, -0.116], [0.188, 0.441, 0.052], [0.094, -0.187, 0.033], [-0.231, -0.030, 0.089], [0.114, 0.319, 0.041], [0.022, -0.014, -0.040], [-0.015, -0.057, -0.011]],
  "e_homo_ev": -8.303,
  "homo_lumo_gap_ev": 6.2,
  "e_above_lowest_ev": 0.403,
  "e_lumo_ev": -2.085,
  "spin_multiplicity": 1
}